(1)
A structure of composition C42H37F2N2O4Pd in a non-equilibrium geometry, computed with ωB97M-V/def2-TZVPD.

Element x y z (Å)
Pd1 1.85709 -0.46388 0.02378
F1 5.71752 3.18381 -0.06594
C1 5.44330 1.85726 -0.11476
C2 4.11324 1.52950 0.03185
C3 3.79230 0.19310 0.08277
C4 4.79315 -0.77773 0.12943
C5 6.13415 -0.35712 -0.11180
F2 7.02884 -1.32509 -0.45341
C6 6.49250 0.95255 -0.27672
C7 4.25717 -2.15026 0.01580
C8 5.03236 -3.29768 -0.18711
C9 4.38090 -4.47448 -0.58901
C10 2.99718 -4.53758 -0.66490
C11 2.29986 -3.40739 -0.25794
N1 2.89008 -2.23637 -0.11167
H1 3.32216 2.29460 0.07154
H2 7.50045 1.18459 -0.48585
H3 6.13037 -3.23510 -0.15504
H4 4.96737 -5.36277 -0.80156
H5 2.46021 -5.44244 -1.03458
H6 1.24546 -3.40081 -0.11595
C12 -4.55036 0.91827 1.80385
C13 -3.90009 0.65044 0.44856
C14 -4.93291 0.77885 -0.63180
O1 -3.29130 -0.69047 0.31069
C15 -1.94691 -0.49555 -0.25517
C16 -1.53092 0.83008 0.35512
O2 -2.76873 1.54937 0.31160
C17 -0.33501 1.75762 -0.08430
O3 0.92474 1.28584 0.32679
C18 -0.56067 3.02861 0.79543
C19 -1.11440 4.25675 0.35856
C20 -1.38398 5.26360 1.28132
C21 -1.07639 5.06852 2.61767
C22 -0.50976 3.90094 3.06085
C23 -0.22669 2.90092 2.13966
C24 -0.41037 2.05135 -1.56549
C25 0.66143 1.80451 -2.45210
C26 0.59593 2.24308 -3.76527
C27 -0.50039 2.92350 -4.24115
C28 -1.57039 3.18456 -3.39932
C29 -1.53643 2.67124 -2.07514
C30 -1.10306 -1.80051 -0.03721
O4 0.21006 -1.55831 -0.53822
C31 -1.58014 -2.90439 -0.98050
C32 -1.51967 -2.65982 -2.35267
C33 -1.65001 -3.66712 -3.29339
C34 -1.88299 -4.97240 -2.86428
C35 -1.96003 -5.24884 -1.50034
C36 -1.76837 -4.23596 -0.57184
C37 -1.14981 -2.21287 1.47447
C38 -0.11491 -1.84558 2.35352
C39 -0.10542 -2.27700 3.66452
C40 -1.15650 -3.01495 4.15828
C41 -2.20810 -3.41363 3.31722
C42 -2.26064 -2.88489 2.03471
H7 -5.26504 0.13485 2.01688
H8 -5.05248 1.86192 1.70763
H9 -3.80222 0.97419 2.59416
H10 -5.78302 0.16535 -0.42373
H11 -4.54110 0.43377 -1.59928
H12 -5.29599 1.80530 -0.73691
H13 -2.08737 -0.38549 -1.35039
H14 -1.33799 0.71703 1.41359
H15 -1.27624 4.45644 -0.68455
H16 -1.85489 6.19258 0.98221
H17 -1.33644 5.87310 3.30577
H18 -0.33175 3.70785 4.11454
H19 0.26324 1.98141 2.50153
H20 1.51312 1.21462 -2.12899
H21 1.48395 2.09550 -4.36362
H22 -0.49318 3.29893 -5.27494
H23 -2.47327 3.67680 -3.73920
H24 -2.42945 2.77980 -1.42736
H25 -1.32710 -1.63950 -2.68806
H26 -1.55875 -3.40316 -4.37165
H27 -2.05020 -5.78880 -3.59911
H28 -2.15084 -6.26535 -1.16215
H29 -1.81339 -4.53329 0.49105
H30 0.74813 -1.27272 1.97197
H31 0.70863 -1.99872 4.37333
H32 -1.17695 -3.33718 5.19615
H33 -2.95190 -4.18120 3.59953
H34 -3.19337 -2.96029 1.49657
N2 2.65791 4.83125 0.60085
H35 2.85729 5.19607 1.54243
H36 1.64414 4.91332 0.53509
H37 3.06409 5.54322 -0.02689

Kohn-Sham gap (alpha / beta), eV: 5.2784 / 6.8661
Charge: -1
Maximum force, eV/A: 3.20
⟨S²⟩: 2.007
Multiplicity: 3
E_HOMO (alpha / beta), eV: -2.6 / -5.1

Löwdin population analysis, charges in e, atoms 1 to 2: Pd 1.089; F 0.033



(2)
A structure of composition C42H38BN6PtTe, computed with ωB97M-V/def2-TZVPD.

Element x y z (Å)
Pt1 0.23406 -0.32822 -0.21004
C1 -0.25331 4.24491 -3.15284
C2 -0.22988 3.49231 -1.86761
C3 -0.35522 3.98954 -0.58831
C4 -0.26870 2.90333 0.28261
N1 -0.11213 1.78522 -0.45469
N2 -0.07890 2.15517 -1.78891
B1 0.19286 1.17864 -2.97210
N3 -0.91810 0.07553 -2.87634
N4 -1.13448 -0.37206 -1.64390
C5 -2.27416 -1.06047 -1.57423
C6 -2.83207 -1.06878 -2.85115
C7 -1.95532 -0.32866 -3.64991
C8 -2.08339 0.06185 -5.07889
C9 -2.54880 -1.49146 -0.20863
C10 -3.39580 -2.51839 0.13320
C11 -3.52429 -2.87395 1.47660
C12 -2.78560 -2.23970 2.48170
C13 -1.94266 -1.20701 2.15559
C14 -1.78801 -0.78213 0.80397
N5 1.58748 0.52650 -2.66579
N6 1.74754 0.16059 -1.39552
C15 3.02467 -0.10459 -1.12621
C16 3.74370 0.08435 -2.30568
C17 2.80760 0.49660 -3.25704
C18 3.01693 0.92135 -4.66702
C19 3.20698 -0.47444 0.26985
C20 4.29393 -1.15056 0.76715
C21 4.28728 -1.56858 2.09699
C22 3.19261 -1.34645 2.93566
C23 2.11999 -0.62299 2.46895
C24 2.08973 -0.14755 1.12988
C25 -0.33895 2.96706 1.75656
C26 -0.26855 1.84196 2.57304
C27 -0.33541 1.94759 3.95398
C28 -0.47382 3.19204 4.54874
C29 -0.54450 4.32264 3.74866
C30 -0.47742 4.21269 2.36892
H1 -0.39401 5.30247 -2.94515
H2 -1.06930 3.91259 -3.79436
H3 0.68077 4.12795 -3.70206
H4 -0.49445 5.02400 -0.33149
H5 0.17742 1.72927 -4.01921
H6 -3.76940 -1.49486 -3.16614
H7 -3.03087 -0.29305 -5.47571
H8 -1.27801 -0.36691 -5.67551
H9 -2.04713 1.14527 -5.19113
H10 -3.95634 -3.04651 -0.62673
H11 -4.21452 -3.66379 1.74685
H12 -2.92289 -2.53171 3.51364
H13 -1.46148 -0.63996 2.94230
H14 -1.83689 0.31310 0.71014
H15 4.80639 0.00104 -2.45849
H16 4.08056 0.96787 -4.88575
H17 2.58496 1.90549 -4.84611
H18 2.55349 0.21915 -5.36069
H19 5.13143 -1.38946 0.12482
H20 5.15346 -2.08913 2.48655
H21 3.22564 -1.67624 3.96506
H22 1.33714 -0.32096 3.15301
H23 1.74274 0.89285 1.07786
H24 -0.16668 0.86199 2.13148
H25 -0.28197 1.06059 4.57517
H26 -0.52738 3.28125 5.62488
H27 -0.65298 5.29932 4.19968
H28 -0.53403 5.11295 1.77468
Te1 0.62795 -2.87210 -0.89788
C31 -0.39254 -4.10675 0.44392
C32 -0.20985 -4.01168 1.81988
C33 -0.78696 -4.96878 2.64210
C34 -1.54504 -5.99489 2.09115
C35 -1.73253 -6.07243 0.71726
C36 -1.14888 -5.13051 -0.11900
C37 2.56324 -3.56670 -0.49844
C38 2.94275 -4.16452 0.69713
C39 4.20579 -4.72999 0.78976
C40 5.07574 -4.68946 -0.29426
C41 4.68629 -4.09115 -1.48510
C42 3.42108 -3.53272 -1.59715
H29 0.36726 -3.20262 2.25433
H30 -0.64185 -4.91766 3.71341
H31 -1.98341 -6.74481 2.73631
H32 -2.31538 -6.87835 0.29174
H33 -1.27697 -5.21016 -1.19206
H34 2.27303 -4.21840 1.54353
H35 4.50664 -5.21941 1.70688
H36 6.05305 -5.14719 -0.21697
H37 5.35455 -4.08314 -2.33576
H38 3.11061 -3.09197 -2.53755

Kohn-Sham gap, eV: 5.7806
Charge: +3
Maximum force, eV/A: 0.32
Energy relative to the best compared isomer or geometry (same formula, charge and spin), kcal/mol: 2.0
E_HOMO, eV: -15.9

Löwdin population analysis, charges in e, atoms 1 to 2: Pt 1.251; C 0.011